# C9H6N4OS

One molecule with the formula C9H6N4OS in a non-equilibrium geometry (the ωB97M-V functional and the def2-TZVPD basis, the Open Molecules 2025 dataset).

Geometry as ORCA input:
```
! RIJCOSX wB97M-V def2-TZVPD def2/J DEFGRID3
* xyz 0 1
O -3.196 -1.185 1.612
C -2.198 -0.814 1.029
N -2.064 0.534 0.812
C -1.024 1.043 0.198
C -0.813 2.460 0.324
C 0.456 2.960 0.266
C 1.635 2.044 0.075
C 1.417 0.703 -0.140
C 0.048 0.194 -0.501
N -0.090 -1.242 -0.135
C 0.598 -2.339 -0.580
S 1.980 -2.355 -1.627
N 0.024 -3.436 -0.155
N -1.106 -3.083 0.534
C -1.184 -1.748 0.526
H -1.677 3.099 0.586
H 0.567 4.034 0.427
H 2.597 2.461 0.350
H 2.258 -0.012 -0.101
H -0.109 0.332 -1.602
H 1.880 -3.650 -1.899
*
```

Properties
- molecular weight (u) = 218.241
- SMILES = O=C1N=C2C=CC=C[C@H]2n2c(S)nnc21
- frontier orbital gap (eV) = 7.74
- energy relative to the best compared isomer or geometry (same formula, charge and spin) (kJ/mol) = 117.0
- HOMO energy (eV) = -9.271
- DFT total energy (eV) = -28271.1704